one) Here is one molecule with the formula C3H3BrO2 from the OMol25 dataset. Energies are from the ωB97M-V functional and the def2-TZVPD basis.

Each line ends with the natural charge from an NBO analysis.
Atoms and positions in Å:
1 O -0.685 0.673 1.041  -0.43
2 H -1.713 0.473 -0.624  0.19
3 O -0.308 -2.188 0.685  -0.47
4 C 0.319 0.151 0.231  0.07
5 H 1.315 -1.586 -0.543  0.14
6 C -0.790 0.968 -0.292  -0.09
7 C 0.399 -1.375 0.070  0.39
8 Br 2.151 0.888 0.129  0.01
9 H -0.688 1.995 -0.697  0.20

Output
Kohn-Sham gap ... 10.49 eV
HOMO level ... -10.57 eV
Molecular weight ... 150.959 Da
Total charge ... 0
Structure (SMILES) ... O=C[C@@]1(Br)CO1



two) Here is a 2-piece molecular cluster, C3H3BrO2 overall from the OMol25 dataset. Energies are from the ωB97M-V functional and the def2-TZVPD basis.

Each line ends with the natural charge from an NBO analysis.
Atoms and positions in Å:
1 C -0.916 0.537 -0.051  0.12
2 C -1.086 -0.848 -0.123  -0.14
3 O -1.518 -0.056 -1.156  -0.44
4 Br 2.662 -0.920 0.242  -0.10
5 H -0.333 -1.659 -0.467  0.21
6 H -1.098 1.534 0.439  0.24
7 O 2.347 1.829 0.354  -0.49
8 H -1.824 -1.292 0.625  0.18
9 C 1.764 0.874 0.137  0.43

Output
Kohn-Sham gap (alpha / beta) ... 8.89 / 6.85 eV
HOMO level (alpha / beta) ... -8.97 / -8.39 eV
Molecular weight ... 150.959 Da
Total charge ... 0



three) Here is a 2-piece molecular cluster, C3H3BrO2 overall from the OMol25 dataset. Energies are from the ωB97M-V functional and the def2-TZVPD basis.

Each line ends with the natural charge from an NBO analysis.
Atoms and positions in Å:
1 C 0.856 0.877 -0.101  -0.19
2 Br -2.280 0.464 0.285  -0.01
3 O -0.336 -1.373 -1.048  -0.67
4 C -0.602 -0.702 0.094  0.67
5 H -0.678 -1.326 2.063  0.54
6 H 2.130 2.628 -0.395  0.22
7 H -0.396 -0.837 -1.828  0.51
8 C 1.637 1.747 -0.188  -0.39
9 O -0.331 -1.477 1.119  -0.69

Output
Kohn-Sham gap ... 9.61 eV
HOMO level ... -9.82 eV
Molecular weight ... 150.959 Da
Total charge ... 0



From most stable to least stable, the computed energies give one), three), two).



one) Here is one molecule with the formula CH2Cl2S2 from the OMol25 dataset. Energies are from the ωB97M-V functional and the def2-TZVPD basis.

Each line ends with the natural charge from an NBO analysis.
Atoms and positions in Å:
1 H -0.329 -1.804 -1.418  0.13
2 S -0.622 1.182 1.411  0.05
3 Cl 1.267 -1.170 0.979  -0.01
4 H -0.149 2.141 0.660  0.13
5 S -1.246 -1.088 -0.714  0.01
6 C 0.118 -0.039 0.161  -0.38
7 Cl 0.962 0.779 -1.080  0.05

Output
Kohn-Sham gap ... 9.94 eV
HOMO level ... -9.74 eV
Molecular weight ... 149.067 Da
Total charge ... 0
Structure (SMILES) ... SC(S)(Cl)Cl



two) Here is a 2-piece molecular cluster, CH2Cl2S2 overall from the OMol25 dataset. Energies are from the ωB97M-V functional and the def2-TZVPD basis.

Each line ends with the natural charge from an NBO analysis.
Atoms and positions in Å:
1 H 1.494 0.113 -1.227  0.16
2 C -1.241 0.135 0.219  -0.35
3 H 1.024 -0.433 0.619  0.13
4 Cl -1.106 -1.532 -0.065  0.11
5 S -1.353 0.857 1.655  0.16
6 S 2.209 -0.196 0.000  -0.30
7 Cl -1.028 1.056 -1.202  0.09

Output
Kohn-Sham gap ... 8.47 eV
HOMO level ... -9.67 eV
Molecular weight ... 149.067 Da
Total charge ... 0
Structure (SMILES) ... S=C(Cl)Cl.S



From most stable to least stable, the computed energies give one), two).



one) Here is one molecule with the formula C4H8N2S2 from the OMol25 dataset. Energies are from the ωB97M-V functional and the def2-TZVPD basis.

Each line ends with the natural charge from an NBO analysis.
Atoms and positions in Å:
1 H 1.240 -1.324 1.613  0.40
2 H -0.462 -2.581 -0.153  0.22
3 C 0.312 0.068 -1.227  0.05
4 N 0.674 -1.120 0.840  -0.57
5 H -1.447 -1.320 0.626  0.20
6 C -0.515 -1.956 0.706  -0.42
7 S 0.337 -0.881 -2.580  -0.12
8 H 0.464 2.598 0.227  0.23
9 S 2.650 0.553 0.202  -0.11
10 H -1.333 2.762 0.020  0.22
11 C 1.213 -0.222 -0.051  0.05
12 H -0.610 -2.500 1.636  0.22
13 H -1.040 1.343 -1.871  0.41
14 N -0.426 1.193 -1.116  -0.56
15 C -0.466 2.032 0.110  -0.43
16 H -0.589 1.354 1.018  0.21

Output
Kohn-Sham gap ... 8.66 eV
HOMO level ... -8.40 eV
Molecular weight ... 148.256 Da
Total charge ... 0
Structure (SMILES) ... CNC(=S)C(=S)NC



two) Here is one molecule with the formula C4H8N2S2 from the OMol25 dataset. Energies are from the ωB97M-V functional and the def2-TZVPD basis.

Each line ends with the natural charge from an NBO analysis.
Atoms and positions in Å:
1 C -1.593 -0.550 0.551  -0.63
2 C -0.204 -0.398 -0.088  -0.14
3 S -1.105 -2.381 -1.895  0.05
4 H 0.580 -0.903 0.489  0.23
5 H -0.728 1.593 -0.385  0.37
6 H -1.735 -1.595 0.781  0.23
7 S 0.903 -0.480 -2.609  0.12
8 H -2.343 -0.216 -0.225  0.21
9 H -1.650 0.043 1.455  0.22
10 C -0.209 -1.127 -1.467  -0.31
11 N 0.569 1.572 1.038  -0.23
12 N 0.118 1.022 -0.185  -0.50
13 H 2.353 0.428 0.768  0.16
14 H 2.116 1.294 2.382  0.19
15 C 1.693 1.073 1.397  -0.12
16 H 1.233 0.624 -2.007  0.14

Output
Kohn-Sham gap ... 8.52 eV
HOMO level ... -8.70 eV
Molecular weight ... 148.256 Da
Total charge ... 0
Structure (SMILES) ... C=NN[C@@H](C)C(=S)S



From most stable to least stable, the computed energies give one), two).